48
Properties=species:S:1:pos:R:3 method="wB97M-V/def2-TZVPD" largest_force_ev_per_a=1.84 total_charge=+1 relative_energy_kcal_mol=0.0 homo_energy_ev=-11.97
O -0.33 0.98 -0.74
C -0.75 0.04 0.01
O -1.76 0.23 0.74
C -0.09 -1.31 -0.01
C -0.97 -2.33 0.77
S -0.09 -3.91 1.02
N 0.07 -1.68 -1.43
H 0.38 3.06 1.57
H 0.91 -1.21 0.51
H -1.24 -1.89 1.79
H -1.96 -2.45 0.30
H -0.96 -4.74 0.42
H -2.10 1.31 -2.85
H 0.99 -1.31 -1.77
H 0.13 -2.74 -1.54
H -1.33 1.48 1.84
H -1.33 2.41 3.04
O -0.73 2.07 2.40
H 2.43 -2.40 2.88
H 1.72 -1.98 4.27
O 1.87 -1.77 3.32
H 1.54 2.89 -0.04
H 1.87 3.25 1.90
O 1.20 3.47 1.21
H 0.99 1.63 -1.02
H 2.51 1.70 -0.47
O 1.81 2.29 -0.91
H 2.80 0.67 1.34
H 4.23 1.00 0.75
O 3.36 0.73 0.48
H -3.70 -0.09 -1.16
H -3.18 0.68 0.06
O -3.80 0.83 -0.72
H -0.79 -0.45 -2.89
H -1.13 -0.11 -4.37
O -1.50 -0.16 -3.52
H 1.87 -0.12 2.94
H 0.95 1.13 2.79
O 1.86 0.82 2.68
H -2.16 -1.61 -1.76
H -3.28 -1.42 -2.82
O -3.11 -1.45 -1.85
H -1.41 1.95 -1.60
H -3.20 1.45 -1.41
O -2.24 2.05 -2.20
H 3.63 -1.58 -1.66
H 3.16 -0.42 -0.79
O 2.87 -0.99 -1.50

51
Properties=species:S:1:pos:R:3 method="wB97M-V/def2-TZVPD" largest_force_ev_per_a=1.75 spin_multiplicity=2 total_charge=+1 homo_energy_ev="-13.02 / -13.00"
N 0.92 1.79 -0.06
C 1.59 0.54 -0.39
C 1.85 -0.15 0.96
O 1.01 -1.15 1.14
O 2.59 0.37 1.76
C 2.80 0.92 -1.21
S 3.67 -0.35 -2.20
S 4.36 -1.93 -1.29
H 0.35 2.14 -0.83
H 0.29 1.62 0.72
H 1.03 -0.15 -1.02
H 1.17 -1.62 2.04
H 3.60 1.48 -0.71
H 2.44 1.63 -1.96
H 3.10 -2.53 -1.08
H -0.98 -2.52 4.38
H -1.03 -1.83 2.92
O -0.46 -2.19 3.65
H -0.94 -2.31 -4.39
H -0.30 -0.97 -4.50
O -0.07 -1.91 -4.55
H -3.87 0.12 2.46
H -4.38 0.34 1.10
O -4.02 0.82 1.84
H 1.92 -2.44 4.14
H 2.47 -1.12 3.48
O 2.15 -2.01 3.30
H 0.84 2.22 2.79
H 2.06 2.85 2.22
O 1.23 3.09 2.63
H -0.43 -3.00 0.23
H -0.87 -2.44 -1.19
O -1.16 -2.76 -0.35
H -2.21 -1.75 0.89
H -1.48 -0.48 1.60
O -1.93 -1.33 1.72
H 1.37 -2.37 -2.83
H 0.94 -1.69 -1.54
O 1.01 -2.55 -1.95
H -0.63 2.81 -3.54
H 0.76 3.07 -3.09
O -0.05 2.62 -2.80
H -2.61 3.30 -0.12
H -1.25 3.15 -0.83
O -2.09 3.57 -0.87
H -2.31 1.74 1.49
H -0.95 1.29 2.06
O -1.46 1.35 1.27
H -3.43 0.35 -1.73
H -3.65 0.21 -3.22
O -2.96 0.17 -2.55

48
Properties=species:S:1:pos:R:3 method="wB97M-V/def2-TZVPD" largest_force_ev_per_a=15.45 spin_multiplicity=2 total_charge=+1 homo_energy_ev="-14.24 / -13.84"
C 0.37 -0.42 -0.80
C 1.09 0.49 0.15
C 0.67 0.45 1.60
N 1.88 0.61 2.51
N -0.23 -1.74 -0.24
H -0.53 0.22 -0.95
H 1.02 -0.71 -1.65
H 2.16 0.37 0.05
H 1.16 1.45 -0.37
H 0.21 -0.58 2.01
H -0.32 1.10 1.76
H 2.55 -0.14 2.11
H 2.34 1.51 2.19
H -0.40 -2.37 -0.95
H -1.10 -1.86 0.36
H 1.46 -1.48 3.77
H 2.02 -2.32 2.83
O 1.33 -2.24 3.49
H -0.78 -4.18 2.29
H -0.10 -2.86 2.74
O -0.95 -3.19 2.41
H -3.81 1.50 -2.38
H -3.20 0.26 -1.88
O -3.05 1.25 -1.85
H 0.30 3.31 0.12
H 0.21 3.20 1.67
O 0.66 3.71 1.00
H -0.79 3.40 -2.56
H -1.58 2.12 -2.24
O -0.73 2.65 -2.00
H 1.94 -2.18 0.95
H 3.03 -2.09 0.07
O 2.90 -2.11 1.00
H -3.57 -0.11 0.95
H -4.23 -1.14 0.57
O -4.37 -0.39 0.34
H -3.08 0.30 2.89
H -1.67 0.33 2.41
O -2.50 0.82 2.37
H -1.29 -0.76 -4.05
H -0.71 -1.41 -2.63
O -1.13 -1.55 -3.55
H 0.46 1.44 -3.86
H 0.70 1.78 -2.40
O 1.11 1.50 -3.24
H 3.39 -0.04 -2.18
H 3.28 1.34 -2.68
O 3.85 0.81 -2.12

49
Properties=species:S:1:pos:R:3 method="wB97M-V/def2-TZVPD" largest_force_ev_per_a=7.28 total_charge=+1 relative_energy_kcal_mol=118.4 homo_energy_ev=-11.80
N -0.29 -2.38 0.62
C 0.94 -1.44 0.36
C 0.40 -0.14 -0.34
N 0.20 0.74 0.81
C 1.05 1.93 0.95
H -1.01 -2.00 -0.07
H -0.03 -3.30 0.54
H -0.64 -2.25 1.54
H 1.30 -1.16 1.41
H 1.63 -2.09 -0.08
H 1.15 0.27 -0.93
H -0.72 -0.53 -0.78
H -0.77 0.83 1.11
H 1.88 2.14 0.38
H 1.45 2.06 1.85
H 0.42 2.84 0.67
H -1.91 0.29 -0.83
H -3.16 0.49 -1.83
O -2.88 0.30 -0.87
H -3.97 2.55 1.05
H -2.69 2.90 0.04
O -2.98 2.62 1.03
H -3.45 -0.82 0.63
H -3.29 -2.22 1.46
O -2.91 -1.62 0.79
H -0.46 1.54 4.75
H -1.52 0.90 4.05
O -0.72 0.56 4.39
H 2.85 0.21 -0.90
H 3.72 0.44 -2.19
O 2.92 0.56 -1.79
H 0.37 -0.43 3.23
H 0.39 -1.83 3.98
O 0.81 -1.36 3.26
H 4.01 0.07 2.40
H 2.92 -0.98 2.67
O 3.84 -0.91 2.39
H 0.42 -3.81 -2.60
H -0.27 -2.72 -3.48
O 0.05 -2.92 -2.62
H 1.66 -0.82 -4.27
H 0.85 -0.19 -3.12
O 1.07 -0.18 -4.17
H 0.53 2.45 -1.70
H 0.35 3.93 -2.32
O 0.03 3.33 -1.64
H -1.18 0.17 -3.82
H -1.18 1.44 -3.10
O -1.19 0.55 -2.93

50
Properties=species:S:1:pos:R:3 method="wB97M-V/def2-TZVPD" largest_force_ev_per_a=4.26 total_charge=+1 homo_energy_ev=-11.85
N 0.64 1.40 -2.73
C 0.32 0.05 -1.95
C 1.74 -0.71 -1.73
S 2.35 -1.26 -3.33
C -0.02 0.34 -0.48
N -1.28 1.07 -0.29
H 1.20 2.04 -2.10
H 1.19 1.13 -3.54
H -0.37 1.76 -2.90
H -0.50 -0.53 -2.57
H 2.49 -0.25 -1.02
H 1.50 -1.62 -1.21
H 3.73 -1.07 -3.22
H 0.83 0.92 0.04
H -0.01 -0.60 0.16
H -1.17 1.72 0.41
H -2.13 0.50 -0.31
H -1.28 0.28 2.55
H -0.70 1.22 3.64
O -0.48 0.84 2.79
H 2.44 2.05 1.25
H 1.32 3.00 1.33
O 2.25 3.00 1.18
H -1.45 -1.71 3.04
H -2.24 -2.02 1.72
O -1.94 -1.32 2.33
H -4.74 -0.27 -0.93
H -3.75 -1.45 -0.56
O -3.93 -0.74 -1.12
H 2.09 0.63 3.41
H 1.06 0.16 2.40
O 2.01 0.14 2.61
H 2.26 -2.91 2.29
H 1.82 -1.46 2.14
O 1.54 -2.35 1.94
H -2.89 -0.60 -3.90
H -2.66 -0.38 -2.36
O -2.31 -0.16 -3.26
H -0.23 2.33 2.20
H -0.30 3.94 2.48
O -0.27 3.28 1.83
H 0.46 -4.29 -0.14
H 0.53 -2.83 0.61
O 0.07 -3.47 0.04
H -2.91 -3.76 0.40
H -1.44 -2.83 0.41
O -2.51 -2.79 0.33
H 3.02 3.50 -1.83
H 2.21 3.20 -0.60
O 2.45 2.84 -1.46

53
Properties=species:S:1:pos:R:3 method="wB97M-V/def2-TZVPD" largest_force_ev_per_a=2.04 total_charge=0 relative_energy_kcal_mol=53.9 homo_energy_ev=-9.55
N -2.29 0.63 -0.66
C -1.73 -0.69 -0.29
C -2.73 -1.47 0.56
O -3.89 -1.43 0.25
C -0.42 -0.64 0.54
S 0.72 0.32 -0.44
S 2.38 0.75 0.65
H -3.27 0.44 -0.83
H -2.10 1.29 0.08
H -1.56 -1.24 -1.22
H -2.41 -2.14 1.37
H -0.11 -1.65 0.81
H -0.75 -0.07 1.44
H 3.15 -0.37 0.54
H 0.66 -1.32 -2.93
H 1.31 -2.26 -4.09
O 1.19 -2.09 -3.16
H 2.34 -2.48 -1.27
H 3.08 -3.25 -0.11
O 2.97 -2.40 -0.53
H 0.64 4.90 -0.85
H 1.15 3.62 -0.32
O 0.99 4.06 -1.17
H 1.46 2.12 2.89
H 0.75 2.58 4.16
O 0.73 2.66 3.21
H 1.39 -2.34 2.61
H 1.80 -1.47 3.92
O 1.13 -1.71 3.30
H -0.04 2.65 -2.39
H -1.19 1.55 -2.64
O -0.66 2.28 -3.03
H 0.36 -4.71 2.00
H 0.34 -3.80 3.08
O 1.01 -4.26 2.55
H -1.39 0.06 3.54
H -2.46 1.17 3.16
O -2.28 0.21 3.22
H 0.32 -3.53 -2.35
H -1.06 -3.39 -1.73
O -0.14 -3.48 -1.48
H -0.55 3.50 1.78
H -0.80 3.28 0.34
O -1.28 3.50 1.14
H 0.75 1.03 -5.00
H 0.45 1.18 -3.68
O 0.92 0.47 -4.22
H -2.62 3.00 2.01
H -3.79 2.02 1.71
O -3.42 2.58 2.39
H 3.77 -0.16 -2.22
H 3.17 0.25 -3.57
O 3.98 0.26 -3.06